[1]
{"formula": "CHCl3S", "method": "ωB97M-V with the def2-TZVPD basis set", "s2": 2.009, "homo_lumo_gap_ev": [8.200, 8.394], "multiplicity": 3, "charge": 0, "energy_ha": -1817.293976, "largest_force_ha_per_bohr": 0.0512, "homo_energy_ev": [-7.978, -9.748], "molar_mass_g_mol": 151.4, "elements": ["C", "S", "Cl", "Cl", "Cl", "H"], "coordinates": [[-2.162336, -0.939318, 0.101263], [-2.915769, 0.267569, -0.859272], [-1.741243, -2.413195, -0.616600], [-2.258957, -0.865951, 1.789637], [-2.370632, 1.972924, -0.126148], [-0.021471, 0.184660, -0.567079]], "atomic_forces_ev_per_a": [[-0.6, 0.4, 0.1], [-0.6, -2.3, -1.1], [0.1, 0.0, -0.2], [0.1, -0.1, 0.4], [0.7, 1.8, 1.0], [0.3, 0.1, -0.1]]}



[2]
{"formula": "C5H10O2", "method": "ωB97M-V with the def2-TZVPD basis set", "homo_lumo_gap_ev": 10.953, "charge": 0, "energy_ha": -346.976521, "smiles": "OC[C@H]1CCCO1", "largest_force_ha_per_bohr": 0.0073, "homo_energy_ev": -9.929, "molar_mass_g_mol": 102.1, "elements": ["O", "C", "C", "C", "C", "C", "O", "H", "H", "H", "H", "H", "H", "H", "H", "H", "H"], "coordinates": [[2.822723, -0.237695, -0.665053], [1.760212, -0.893516, -0.013590], [0.420566, -0.317252, -0.423485], [-0.792641, -0.881837, 0.316390], [-1.767561, 0.311446, 0.362396], [-0.893325, 1.517486, -0.047897], [0.446315, 1.058844, -0.069399], [2.674760, 0.708139, -0.524685], [1.846956, -0.814742, 1.083405], [1.812110, -1.952531, -0.287920], [0.298347, -0.412857, -1.516266], [-0.497758, -1.176698, 1.330800], [-1.212884, -1.760341, -0.181556], [-2.194337, 0.433931, 1.361232], [-2.600975, 0.179926, -0.333732], [-0.941616, 2.354346, 0.653182], [-1.180896, 1.883351, -1.043819]], "atomic_forces_ev_per_a": [[0.1, 0.2, 0.0], [-0.3, -0.2, 0.1], [0.0, -0.2, 0.0], [0.1, -0.1, 0.0], [-0.1, 0.0, 0.0], [-0.3, 0.1, 0.0], [0.1, 0.0, 0.0], [0.1, -0.1, -0.1], [0.0, 0.0, -0.2], [0.0, 0.1, 0.0], [0.0, 0.0, 0.1], [0.0, 0.0, -0.2], [0.1, 0.1, 0.1], [0.1, 0.0, -0.1], [0.1, 0.0, 0.1], [0.0, -0.1, -0.1], [0.0, 0.0, 0.1]]}



[3]
{"formula": "C25H35FN5O9S2", "method": "ωB97M-V with the def2-TZVPD basis set", "homo_lumo_gap_ev": 5.516, "charge": 1, "energy_ha": -2820.359647, "largest_force_ha_per_bohr": 0.0486, "homo_energy_ev": -10.721, "molar_mass_g_mol": 632.7, "elements": ["O", "C", "O", "O", "C", "O", "C", "C", "C", "C", "C", "S", "C", "N", "N", "C", "O", "N", "C", "C", "S", "O", "O", "F", "C", "C", "C", "C", "C", "C", "H", "H", "H", "H", "H", "H", "H", "H", "H", "H", "H", "H", "H", "C", "C", "C", "O", "C", "N", "H", "H", "H", "H", "H", "H", "H", "H", "H", "H", "H", "C", "C", "C", "O", "C", "N", "H", "H", "H", "H", "H", "H", "H", "H", "H", "H", "H"], "coordinates": [[-1.894411, 4.527046, -1.383012], [-2.491067, 3.512523, -1.278923], [-2.700146, 2.941734, 0.031229], [-1.494096, 2.218916, 0.256154], [-1.784701, 1.019296, 0.783918], [-2.832147, 0.696068, 1.238050], [-0.561155, 0.179351, 0.803317], [0.604004, 0.711474, 1.231885], [1.753640, -0.014363, 1.298321], [2.996473, 0.668038, 1.748644], [4.327562, -0.101558, 1.723148], [5.548353, 0.876667, 0.779685], [6.302205, -0.292820, -0.268657], [7.511085, -0.308313, -0.637090], [7.666799, -1.378476, -1.473378], [6.557230, -1.973656, -1.557668], [5.594623, -1.332314, -0.811179], [1.681258, -1.287528, 0.953711], [0.565328, -1.864116, 0.516764], [-0.566877, -1.142223, 0.411859], [-1.944164, -2.046994, -0.266191], [-2.990116, -1.196122, -0.648638], [-1.350266, -2.870290, -1.250706], [-2.330682, -2.946780, 0.895576], [-3.044971, 2.712358, -2.364944], [-3.894469, 1.669630, -2.115157], [-4.396154, 0.924608, -3.140259], [-4.049980, 1.233016, -4.419732], [-3.212153, 2.282489, -4.673255], [-2.694996, 3.018034, -3.656751], [0.615088, 1.744791, 1.514898], [2.817232, 1.103723, 2.721082], [3.107654, 1.509086, 1.072648], [4.301963, -1.071938, 1.258649], [4.709430, -0.244581, 2.721791], [6.327876, -2.866266, -2.100618], [2.501218, -1.879647, 1.010561], [0.614677, -2.910014, 0.249305], [-4.157728, 1.409311, -1.107947], [-5.041122, 0.102597, -2.898024], [-4.445339, 0.649301, -5.228534], [-2.956619, 2.536528, -5.685443], [-2.026207, 3.835733, -3.845834], [5.454910, -6.743645, -2.317259], [5.496844, -5.659582, -1.246159], [4.944735, -6.123097, 0.107957], [3.530786, -6.214400, 0.176810], [2.984773, -7.428077, -0.349572], [4.815221, -4.454601, -1.766048], [4.451333, -6.889467, -2.716202], [6.092966, -6.466290, -3.154308], [5.812444, -7.696438, -1.925871], [6.546999, -5.399125, -1.084887], [5.229984, -5.380513, 0.861734], [5.393965, -7.071525, 0.416566], [3.646974, -8.273732, -0.161120], [2.786416, -7.339218, -1.417230], [2.037298, -7.610706, 0.153014], [4.926757, -3.704095, -1.090670], [3.813737, -4.638576, -1.761206], [-6.967863, 5.448067, 2.269926], [-5.885223, 4.442658, 2.649208], [-4.821489, 5.010059, 3.599685], [-3.869466, 5.856066, 2.987045], [-4.278431, 7.201457, 2.811451], [-5.290689, 3.901636, 1.423456], [-6.615569, 6.172388, 1.536163], [-7.817783, 4.931628, 1.825522], [-7.326748, 5.991617, 3.145614], [-6.376535, 3.619718, 3.176563], [-4.244736, 4.169469, 3.996887], [-5.284318, 5.511129, 4.459735], [-4.917666, 7.538606, 3.631766], [-4.796426, 7.337324, 1.859527], [-3.380706, 7.818187, 2.793466], [-4.639388, 3.161536, 1.669700], [-4.697245, 4.627228, 1.029487]], "atomic_forces_ev_per_a": [[0.1, 0.3, 0.3], [0.3, 0.2, -0.4], [0.0, 0.2, 0.5], [0.4, 0.0, -0.5], [-1.1, 0.6, 0.3], [0.0, -0.3, 0.2], [-0.7, 0.0, -0.3], [0.0, 1.3, 0.3], [0.8, 0.5, 0.6], [0.7, -0.5, -0.4], [0.1, 0.3, -0.1], [0.1, 0.3, -0.1], [-1.1, -0.9, 0.2], [1.1, 0.9, 0.4], [1.3, -0.2, -0.6], [-0.5, 0.5, 0.4], [-0.4, -0.2, 0.0], [0.8, -0.8, 0.0], [0.2, -1.0, -0.2], [-1.3, -0.7, 0.2], [0.6, 0.4, -2.4], [-0.6, 0.4, 0.5], [0.4, -0.7, 0.1], [-0.4, -0.2, 1.0], [0.1, 0.2, 0.7], [-0.2, -0.4, 1.1], [-0.4, -0.6, 0.4], [-0.5, -0.6, -0.8], [0.3, 0.3, -1.2], [0.5, 0.8, 0.0], [0.2, 0.4, 0.1], [-0.1, 0.0, 0.4], [-0.1, 0.3, -0.1], [-0.2, -0.4, -0.2], [0.1, 0.0, 0.3], [-0.3, -0.1, -0.2], [0.2, 0.1, 0.0], [0.1, 0.0, -0.1], [-0.1, 0.1, 0.3], [-0.3, -0.3, -0.1], [-0.1, -0.2, -0.3], [0.1, 0.0, -0.3], [0.2, 0.3, -0.1], [0.1, 0.0, -0.1], [-0.3, -0.2, -0.3], [0.0, 0.3, 0.2], [0.0, -0.2, -0.2], [-0.1, 0.4, 0.1], [-0.1, -0.2, 0.5], [0.0, 0.0, 0.1], [0.0, 0.0, 0.0], [0.0, 0.0, 0.0], [0.0, 0.0, 0.1], [-0.1, 0.0, 0.0], [0.1, -0.1, -0.1], [0.1, 0.0, 0.0], [0.1, -0.1, -0.1], [0.0, 0.0, 0.1], [-0.1, -0.1, 0.1], [0.1, -0.1, -0.2], [-0.1, 0.0, 0.1], [-0.1, 0.3, -0.2], [0.0, -0.3, 0.1], [-0.1, 0.1, 0.0], [0.2, 0.0, -0.1], [0.2, -0.1, 0.1], [0.1, 0.0, 0.0], [0.0, 0.0, 0.0], [0.0, 0.0, 0.0], [0.1, 0.0, 0.0], [0.0, 0.0, 0.0], [-0.1, 0.1, -0.1], [0.0, 0.0, 0.0], [-0.1, 0.1, 0.1], [0.0, 0.0, 0.0], [-0.1, -0.1, 0.0], [-0.1, 0.1, 0.0]]}